{
  "formula": "C4H13NOS",
  "method": "ωB97M-V with the def2-TZVPD basis set",
  "e_above_lowest_kj_mol": 38.9,
  "total_energy_ev": -18731.6075,
  "mol_weight_g_mol": 123.22,
  "lumo_ev": 0.75,
  "e_homo_ev": -8.658,
  "smiles": "C[C@H](N)CCS.O",
  "spin_multiplicity": 1,
  "gap_ha": 0.346,
  "elements": ["C", "C", "C", "C", "S", "N", "H", "H", "H", "H", "H", "H", "H", "H", "H", "H", "H", "H", "H", "O"],
  "xyz": [[-2.096, -0.809, -0.953], [-0.763, -0.219, -0.494], [-0.790, -0.062, 1.057], [0.582, 0.068, 1.699], [1.280, 1.768, 1.425], [0.358, -1.033, -0.963], [-2.302, -1.755, -0.425], [-2.920, -0.138, -0.732], [-2.060, -1.054, -2.005], [-0.643, 0.725, -0.975], [-1.324, -0.933, 1.437], [-1.347, 0.852, 1.274], [1.312, -0.616, 1.283], [0.497, -0.078, 2.769], [1.806, 1.883, 2.648], [1.028, -0.610, -1.562], [0.279, -2.035, -1.025], [3.081, 1.212, -1.784], [1.888, 1.484, -0.874], [2.134, 1.349, -1.801]],
  "forces_ev_per_angstrom": [[0.11, -0.38, 0.45], [0.32, -1.48, 0.07], [0.34, 0.25, -0.95], [0.03, 0.47, -0.09], [-0.40, -0.37, 0.27], [-0.31, -0.21, 0.85], [0.11, 0.22, -0.05], [-0.19, 0.12, -0.08], [-0.10, 0.20, -0.33], [0.13, 0.93, -0.19], [0.07, 0.02, 0.32], [-0.29, -0.19, 0.23], [-0.20, -0.26, -0.02], [0.09, 0.04, 0.16], [0.17, 0.11, -0.08], [0.22, 0.26, -0.42], [-0.24, 0.24, -0.06], [0.23, -0.01, 0.04], [0.22, 0.06, -0.05], [-0.33, -0.02, -0.07]]
}

{
  "formula": "C4H13NOS2",
  "method": "ωB97M-V with the def2-TZVPD basis set",
  "e_above_lowest_kj_mol": 393.7,
  "total_energy_ev": -29563.3023,
  "mol_weight_g_mol": 155.29,
  "lumo_ev": -3.09,
  "e_homo_ev": -9.383,
  "spin_multiplicity": 1,
  "gap_ha": 0.231,
  "elements": ["N", "C", "C", "S", "S", "C", "C", "H", "H", "H", "H", "H", "H", "H", "H", "H", "H", "H", "H", "H", "O"],
  "xyz": [[1.603, 0.387, 2.338], [1.885, -0.150, 1.017], [1.332, 0.829, 0.004], [1.371, 0.335, -1.658], [-0.993, -0.239, 0.912], [-1.538, -0.069, -0.776], [-2.717, 0.902, -0.893], [1.919, -0.299, 2.957], [0.617, 0.450, 2.365], [2.968, -0.191, 0.895], [1.522, -1.153, 0.836], [1.873, 1.771, 0.147], [0.251, 1.067, 0.331], [-1.672, -1.012, -1.302], [-0.697, 0.456, -1.278], [-3.473, 0.786, -0.136], [-2.264, 1.887, -0.811], [-3.132, 0.802, -1.888], [-0.039, -2.436, -0.398], [0.755, -1.601, -1.431], [0.428, -2.519, -1.229]],
  "forces_ev_per_angstrom": [[0.75, 0.67, -1.44], [0.97, 0.34, -0.24], [2.40, -0.76, -0.86], [-0.69, 1.24, 0.48], [-0.63, 0.60, -1.49], [-1.47, -0.22, 1.62], [0.96, 0.11, -0.61], [0.28, -0.98, 1.67], [-1.07, 0.15, 0.93], [0.10, 0.06, -0.08], [-0.20, -0.24, -0.05], [-0.60, 0.29, 0.00], [-0.98, -0.38, 0.47], [0.21, -0.08, 0.16], [1.06, -0.30, -0.73], [-0.25, -0.19, 0.21], [-0.42, 0.31, 0.08], [-0.34, 0.11, -0.19], [-0.09, 0.03, 0.30], [-0.24, -1.06, 0.28], [0.25, 0.30, -0.50]]
}

{
  "formula": "C4H13NOS2",
  "method": "ωB97M-V with the def2-TZVPD basis set",
  "e_above_lowest_kj_mol": 96.2,
  "total_energy_ev": -29566.3864,
  "mol_weight_g_mol": 155.29,
  "lumo_ev": 0.50,
  "e_homo_ev": -8.644,
  "smiles": "CSSC[C@@H](C)N.O",
  "spin_multiplicity": 1,
  "gap_ha": 0.336,
  "elements": ["N", "C", "C", "C", "S", "S", "C", "H", "H", "H", "H", "H", "H", "H", "H", "H", "H", "H", "H", "H", "O"],
  "xyz": [[-1.993, -0.234, 1.424], [-2.023, 0.003, -0.033], [-1.385, -1.087, -0.878], [-1.379, 1.363, -0.264], [0.405, 1.795, -0.034], [1.689, 0.632, -1.011], [2.317, -0.715, 0.040], [-1.090, -0.071, 1.852], [-2.255, -1.181, 1.653], [-3.096, 0.078, -0.216], [-0.319, -1.205, -0.651], [-1.314, -0.760, -1.906], [-1.803, -2.085, -0.892], [-1.751, 2.219, 0.319], [-1.691, 1.827, -1.206], [2.346, -1.548, -0.669], [3.344, -0.525, 0.356], [1.702, -1.020, 0.873], [-0.323, -2.732, 2.144], [-0.344, -3.787, 1.106], [0.199, -3.036, 1.422]],
  "forces_ev_per_angstrom": [[-0.04, -0.15, 0.27], [0.33, -0.11, 1.56], [1.31, 0.39, -0.59], [-0.09, 1.63, -1.23], [-0.67, 0.04, 1.09], [0.42, -0.35, -0.72], [0.29, -0.27, -0.63], [0.20, 0.09, -0.29], [-0.12, -0.14, -0.08], [0.04, 0.21, -0.58], [-0.30, -0.02, 0.47], [-0.41, 0.14, -0.53], [-0.59, -0.03, 0.42], [-0.25, -0.81, 0.93], [0.35, -0.88, -0.63], [0.03, -0.11, 0.24], [-0.21, 0.22, 0.09], [-0.33, 0.19, 0.15], [-0.46, 0.64, 1.03], [0.63, 0.48, -0.01], [-0.13, -1.18, -0.96]]
}

{
  "formula": "C4H13NOS2",
  "method": "ωB97M-V with the def2-TZVPD basis set",
  "e_above_lowest_kj_mol": 165.9,
  "total_energy_ev": -29565.6637,
  "mol_weight_g_mol": 155.29,
  "lumo_ev": 0.82,
  "e_homo_ev": -8.711,
  "smiles": "CSSC[C@@H](C)N.O",
  "spin_multiplicity": 1,
  "gap_ha": 0.350,
  "elements": ["N", "C", "C", "C", "S", "S", "C", "H", "H", "H", "H", "H", "H", "H", "H", "H", "H", "H", "H", "H", "O"],
  "xyz": [[-1.128, -0.204, -1.600], [-1.082, -1.006, -0.390], [-1.865, -0.242, 0.655], [0.474, -1.265, -0.046], [1.197, 0.299, 0.373], [2.893, 0.026, 1.538], [2.332, -0.285, 3.203], [-2.061, -0.251, -2.129], [-0.908, 0.783, -1.487], [-1.615, -1.965, -0.451], [-1.420, 0.090, 1.558], [-2.561, -0.956, 1.154], [-2.712, 0.397, 0.312], [0.836, -1.725, -0.970], [0.441, -2.152, 0.738], [1.868, 0.541, 3.805], [1.563, -1.067, 3.100], [3.119, -0.745, 3.769], [-5.324, 1.635, -5.798], [-5.291, 2.891, -4.951], [-5.444, 1.945, -4.891]],
  "forces_ev_per_angstrom": [[-1.51, -0.67, -2.83], [0.75, 1.60, 0.46], [-3.19, -1.62, 1.78], [-2.55, -2.88, 0.67], [0.72, 0.40, 0.77], [0.07, 0.22, -0.78], [-2.03, -0.16, 0.57], [1.91, 0.02, 1.33], [-0.07, -0.41, 0.39], [0.66, 0.16, -0.87], [1.09, 1.13, 0.31], [0.35, -0.37, -0.15], [1.40, 0.31, -0.31], [0.42, 0.35, 0.18], [0.53, 2.17, -1.01], [0.65, -0.41, -0.90], [0.13, 0.20, 0.26], [0.65, -0.04, 0.14], [-0.04, -0.02, 0.20], [0.01, 0.14, 0.07], [0.04, -0.13, -0.27]]
}

{
  "formula": "C4H13NP",
  "method": "ωB97M-V with the def2-TZVPD basis set",
  "e_above_lowest_kj_mol": 263.7,
  "total_energy_ev": -15128.8295,
  "mol_weight_g_mol": 106.13,
  "lumo_ev": -3.40,
  "e_homo_ev": -12.455,
  "total_charge": 1,
  "spin_multiplicity": 1,
  "gap_ha": 0.333,
  "elements": ["C", "C", "C", "C", "N", "P", "H", "H", "H", "H", "H", "H", "H", "H", "H", "H", "H", "H", "H"],
  "xyz": [[2.550, -1.123, 0.069], [-0.917, 0.371, 1.147], [-3.367, 0.529, -0.343], [3.349, 0.934, -0.727], [2.411, 0.245, -0.276], [-1.770, -0.334, -0.285], [2.465, -1.789, -0.882], [3.423, -1.238, 0.698], [1.683, -1.480, 0.635], [-0.741, 1.503, 1.220], [0.060, 0.013, 1.002], [-1.130, -0.020, 2.094], [-3.038, 1.591, -0.339], [-3.997, 0.516, 0.491], [-3.912, 0.344, -1.257], [4.438, 0.658, -0.590], [3.091, 1.911, -1.128], [-1.762, -1.668, -0.334], [-0.797, 0.022, -1.334]],
  "forces_ev_per_angstrom": [[-0.41, -1.40, -0.66], [0.67, 1.31, -0.73], [1.55, 1.07, -1.94], [1.48, 0.23, 0.86], [-2.00, 0.29, -1.28], [0.91, 3.62, 0.34], [0.86, 1.14, 1.51], [0.52, -0.82, -0.17], [0.06, 0.25, 0.28], [-0.95, -1.58, -0.61], [1.80, -0.43, -0.36], [-1.16, -0.52, 1.36], [-0.04, -0.46, -0.38], [-0.71, -0.96, 1.52], [-0.20, -0.10, -0.18], [-0.99, 0.08, -0.63], [0.34, 0.13, 0.09], [-0.23, -1.61, 0.28], [-1.49, -0.24, 0.68]]
}

{
  "formula": "C4H13NS",
  "method": "ωB97M-V with the def2-TZVPD basis set",
  "e_above_lowest_kj_mol": 35.0,
  "total_energy_ev": -16682.4757,
  "mol_weight_g_mol": 107.22,
  "lumo_ev": [3.38, 3.33],
  "e_homo_ev": [1.250, -5.004],
  "total_charge": -1,
  "spin_multiplicity": 2,
  "gap_ha": [0.078, 0.306],
  "elements": ["C", "S", "C", "H", "H", "H", "H", "H", "H", "C", "C", "N", "H", "H", "H", "H", "H", "H", "H"],
  "xyz": [[-0.571, 1.691, 2.144], [0.897, 2.686, 2.436], [1.909, 2.020, 1.107], [-0.958, 1.878, 1.145], [-1.315, 1.890, 2.912], [-0.332, 0.632, 2.156], [2.295, 1.033, 1.341], [1.312, 1.912, 0.186], [2.742, 2.693, 0.903], [-0.248, -2.353, -2.188], [-0.307, -1.579, -0.862], [-1.440, -0.669, -0.722], [0.505, -1.998, -2.901], [-0.004, -3.403, -2.036], [-1.249, -2.373, -2.641], [-0.299, -2.270, -0.015], [0.593, -0.969, -0.758], [-1.244, 0.246, -1.102], [-2.286, -1.066, -1.104]],
  "forces_ev_per_angstrom": [[0.09, -0.31, -0.19], [0.01, 0.20, 0.18], [-0.09, -0.05, -0.52], [-0.21, 0.20, 0.02], [-0.04, 0.14, -0.02], [0.09, -0.16, 0.13], [0.09, -0.21, 0.17], [0.11, 0.17, 0.15], [-0.05, 0.02, 0.06], [-0.32, -0.37, -0.02], [0.14, 0.21, -0.12], [0.08, -0.29, 0.51], [-0.30, 0.32, 0.04], [0.17, -0.23, 0.23], [0.32, 0.19, -0.16], [-0.07, -0.06, -0.10], [0.06, -0.02, 0.09], [-0.07, 0.04, -0.29], [-0.01, 0.22, -0.15]]
}